C21H47GeN9O3Si2Sr | ωB97M-V/def2-TZVPD

Atoms and positions in Å:
C (-1.015, -0.088, -2.692)
H (3.590, 0.609, 3.758)
H (-2.518, -3.267, 1.708)
H (0.291, -5.608, -0.447)
N (2.478, 0.954, 0.713)
H (4.525, -1.710, 0.380)
H (-3.684, 0.012, 0.319)
C (-1.724, -2.611, 1.340)
H (-4.599, 0.270, 1.816)
H (-1.537, -1.859, 2.110)
H (3.519, -4.601, 1.178)
C (0.539, 4.335, 0.624)
O (-1.407, 0.562, -1.472)
C (3.259, 0.957, 1.797)
H (3.004, -3.788, -2.999)
H (1.096, -0.085, -2.172)
C (0.443, 0.254, -2.984)
H (-0.407, -4.957, 3.089)
H (-4.825, 2.169, -0.526)
C (1.419, 4.506, -1.716)
N (1.340, 0.037, 4.755)
C (0.404, -4.381, 2.634)
C (4.062, -1.800, -0.605)
C (1.194, -2.534, 0.342)
H (-1.369, -5.616, 0.148)
H (-4.429, 3.700, 0.265)
H (-1.791, 5.122, -0.546)
N (0.011, -0.141, 4.775)
H (2.635, -5.522, -0.041)
C (-4.624, 2.640, 0.438)
H (-2.097, -2.110, 0.442)
H (-0.532, -1.892, -1.598)
H (1.860, 5.485, -1.509)
H (-0.876, -2.169, -3.308)
H (1.860, -2.451, -2.894)
C (1.629, 0.227, 3.473)
Ge (-2.028, 2.344, -1.412)
H (1.254, -5.051, 2.493)
H (-4.160, 2.477, 3.155)
O (-2.220, 2.228, 0.464)
H (-1.776, 1.376, -4.120)
C (-1.917, 0.329, -3.850)
N (2.922, 0.426, 3.027)
C (-0.573, -4.974, -0.238)
Si (2.690, -3.074, -0.622)
N (0.538, 0.157, 2.703)
H (-0.917, -4.551, -1.185)
H (0.695, -3.604, 3.343)
O (-0.260, 2.940, -1.154)
C (0.182, 4.272, -0.857)
N (4.443, 1.502, 1.549)
Sr (-0.024, 1.142, 0.394)
H (0.877, 5.337, 0.897)
H (-2.855, 0.055, 1.893)
N (4.379, 1.870, 0.262)
H (1.338, -4.088, -2.488)
C (-3.661, 0.489, 1.300)
H (4.280, -4.980, -0.367)
Si (-0.170, -3.607, 1.010)
H (-3.087, 3.693, 2.440)
H (-2.205, -1.820, -2.183)
H (-2.425, 2.161, 3.055)
H (3.718, -0.802, -0.882)
H (-2.966, 0.182, -3.589)
H (1.151, 4.463, -2.773)
C (-0.916, 5.280, -1.181)
H (-0.334, 4.098, 1.238)
H (-1.221, 5.193, -2.224)
C (-3.450, 1.990, 1.161)
H (1.166, -1.487, 0.644)
C (2.169, -3.384, -2.420)
H (2.164, 3.736, -1.508)
H (-1.688, -0.281, -4.727)
H (-0.554, 6.297, -1.011)
N (3.237, 1.553, -0.240)
C (3.336, -4.698, 0.106)
H (0.577, 1.330, -3.095)
H (0.788, -0.240, -3.896)
H (-5.522, 2.549, 1.053)
H (4.841, -2.096, -1.313)
C (-3.270, 2.622, 2.540)
H (1.365, 3.656, 0.863)
N (-0.468, -0.079, 3.583)
C (-1.169, -1.585, -2.432)

energy above the lowest of the compared OMol25 structures with the same formula, charge and spin = 0.0 kcal/mol
expectation value of S² = 0.75
net charge = -1
M = 690.07 u
spin multiplicity = 2
LUMO level (spin up / spin down) = 2.4 / 1.7 eV

Atom charges from the Mulliken analysis, given in e for atoms 1 to 8: 1.33 0.27 0.47 0.25 0.51 0.30 0.09 -0.52